Here is C41H30BrF5InN2O3S6 as an isolated structure from the OMol25 dataset. Energies are from the ωB97M-V functional and the def2-TZVPD basis.

Properties
2S+1: 1
Charge: -1
E_tot in a.u.: -7568.32412
Relative energy (zero: lowest compared OMol25 entry of this formula, charge and spin) in kcal per mole: 5.4

```
89
C41H30BrF5InN2O3S6 | the OMol25 dataset | the ωB97M-V functional and the def2-TZVPD basis
In 0.19 0.62 -0.45
C 3.22 -2.23 3.56
C 3.68 -2.71 2.18
S 2.73 -2.02 0.80
C 2.03 -3.51 0.07
C 0.92 -4.18 0.88
S -0.51 -3.09 1.17
C -0.64 -3.12 2.97
C 0.36 -2.25 3.74
S 1.85 -3.16 4.28
H 2.94 -1.17 3.52
H 4.04 -2.33 4.27
H 3.64 -3.80 2.13
H 4.72 -2.41 2.03
H 2.83 -4.23 -0.11
H 1.66 -3.18 -0.90
H 1.30 -4.49 1.85
H 0.57 -5.06 0.35
H -0.59 -4.16 3.31
H -1.65 -2.77 3.18
H -0.11 -1.84 4.63
H 0.69 -1.42 3.11
F -1.89 -3.70 -6.13
C -1.15 -3.03 -5.24
C -1.60 -2.84 -3.95
F -2.79 -3.34 -3.59
C -0.83 -2.14 -3.04
F -1.31 -2.03 -1.80
C 0.41 -1.60 -3.36
S 1.46 -0.75 -2.23
C 0.84 -1.82 -4.67
F 2.02 -1.35 -5.08
C 0.08 -2.51 -5.60
F 0.54 -2.69 -6.85
S 0.74 2.30 4.14
C -0.80 1.51 4.29
C -1.69 1.52 5.36
C -2.86 0.81 5.24
C -3.14 0.09 4.07
C -2.26 0.07 3.01
C -1.07 0.79 3.13
N -0.07 0.85 2.16
C 0.91 1.60 2.54
C 2.09 1.85 1.68
C 3.19 2.53 2.19
C 4.28 2.78 1.38
C 4.26 2.34 0.06
C 3.16 1.66 -0.44
C 2.05 1.39 0.36
H -1.47 2.09 6.26
H -3.57 0.81 6.05
H -4.07 -0.46 3.99
H -2.47 -0.46 2.09
H 3.20 2.87 3.22
H 5.14 3.31 1.77
H 5.11 2.54 -0.59
H 3.17 1.33 -1.47
C -4.74 8.77 0.98
C -4.58 7.28 1.07
O -3.74 6.75 1.75
S -5.78 6.40 0.07
C -5.08 4.78 0.02
C -4.76 4.24 -1.23
C -4.13 3.02 -1.31
C -3.77 2.32 -0.15
C -4.14 2.85 1.09
C -4.80 4.06 1.17
C -2.89 1.20 -0.25
C -1.92 0.48 -0.33
H -4.50 9.23 1.94
H -5.75 9.06 0.66
H -4.04 9.13 0.23
H -4.98 4.80 -2.13
H -3.86 2.61 -2.27
H -3.86 2.31 1.99
H -5.06 4.47 2.14
Br -2.75 5.57 -5.55
C -2.17 5.49 -3.75
C -2.43 6.56 -2.91
N -2.07 6.57 -1.62
C -1.45 5.49 -1.16
C -1.14 4.38 -1.93
C -1.51 4.38 -3.27
C -0.50 3.16 -1.32
O -0.39 3.12 -0.08
O -0.17 2.21 -2.09
H -2.95 7.44 -3.28
H -1.19 5.48 -0.10
H -1.29 3.52 -3.88
```

These are the Löwdin partial charges, in e, on atoms 1 to 5: atom 1 (In): 0.66, atom 2 (C): -0.55, atom 3 (C): -0.53, atom 4 (S): 0.85, atom 5 (C): -0.55